#1
Density functional theory data (wB97M-V/def2-TZVPD) for a molecular structure, C8H21AlN2O6.

Each line ends with the Löwdin charge.
Geometry (Å):
Al  31.0901  6.3108  15.9579  1.370
N  30.6054  3.0057  14.9233  -0.583
O  31.3197  3.3372  15.8513  0.083
O  30.3231  1.8711  14.6793  0.301
O  29.8475  3.8514  14.5052  0.181
C  29.3149  7.4552  11.5944  -0.059
C  30.2655  6.4777  12.2585  -0.275
O  31.1949  7.2054  13.1206  -0.173
H  29.7997  8.0928  10.8552  0.092
H  28.9166  8.0021  12.4490  0.078
H  28.4122  6.9561  11.2418  0.093
H  30.8676  5.9847  11.4953  0.125
H  29.7586  5.6829  12.8056  0.091
H  31.7230  7.7761  12.5576  0.093
C  28.8956  8.5025  18.5716  -0.038
O  30.2436  7.9163  18.3591  -0.264
C  31.2847  8.8586  18.8825  -0.129
C  31.7346  9.6561  17.6905  -0.200
N  32.5263  8.8160  16.7632  -0.024
C  32.8162  9.5473  15.4774  -0.120
C  34.0910  8.8085  14.7646  -0.187
O  33.9468  7.4034  14.5853  -0.227
C  35.0405  6.9143  13.7840  -0.039
H  28.6599  8.5292  19.6355  0.104
H  28.0179  7.9232  18.2849  0.100
H  28.8290  9.5243  18.1981  0.097
H  32.2130  8.3844  19.2009  0.134
H  30.8996  9.4745  19.6953  0.145
H  32.2674  10.5968  17.8300  0.155
H  30.8483  10.0826  17.2207  0.128
H  33.4171  8.9308  17.2252  0.128
H  33.1505  10.5794  15.5829  0.137
H  31.9181  9.4669  14.8649  0.112
H  35.0483  9.1229  15.1804  0.135
H  34.0356  9.4213  13.8649  0.125
H  34.9709  5.8319  13.6761  0.104
H  35.9482  7.1558  14.3371  0.104
H  35.0337  7.4453  12.8321  0.105

## Properties
charge = +2
molecular weight = 268.246 g/mol
spin multiplicity = 1
frontier orbital gap = 3.019 eV
HOMO = -16.49 eV



#2
Density functional theory data (wB97M-V/def2-TZVPD) for a molecular structure, C8H21AlN2O6.

Each line ends with the Löwdin charge.
Geometry (Å):
Al  1.9913  0.2597  1.2941  0.989
N  -0.4995  -4.0653  4.1244  -0.582
O  -1.4057  -4.7522  3.6824  0.301
O  0.0012  -3.1212  3.5699  0.236
O  -0.1708  -4.3112  5.2584  0.326
C  3.3666  -4.4948  -3.1787  -0.040
C  1.9752  -4.3383  -2.4416  -0.231
O  2.2935  -3.6710  -1.2108  -0.036
H  2.9152  -4.9641  -4.0528  0.085
H  4.1898  -5.0521  -2.7317  0.085
H  3.7761  -3.5522  -3.5421  0.081
H  1.5362  -5.3024  -2.1847  0.124
H  1.4138  -3.7701  -3.1832  0.120
H  2.6265  -4.4041  -0.6880  0.095
C  -2.0121  -1.3088  -0.1876  -0.086
O  -1.4320  -0.0178  -0.3103  -0.205
C  -1.9381  0.7896  -1.4703  -0.112
C  -1.8446  2.2939  -1.0663  -0.174
N  -0.4202  2.6673  -0.8564  -0.030
C  -0.3724  4.0858  -0.4798  -0.186
C  -0.4708  4.2712  1.0660  -0.176
O  0.4867  3.5260  1.8781  -0.241
C  0.5203  4.0939  3.2905  -0.020
H  -2.5838  -1.6545  -1.0488  0.103
H  -2.6697  -1.3272  0.6816  0.102
H  -1.3173  -2.0730  0.1608  0.083
H  -2.9863  0.5077  -1.5703  0.122
H  -1.5007  0.5083  -2.4282  0.131
H  -2.4770  2.4599  -0.1941  0.124
H  -2.3008  2.9045  -1.8455  0.129
H  -0.1042  2.6475  -1.8155  0.114
H  -1.1304  4.6953  -0.9719  0.130
H  0.5783  4.4529  -0.8665  0.125
H  -1.4763  3.8937  1.2522  0.119
H  -0.3549  5.3401  1.2454  0.127
H  1.3902  3.6020  3.7254  0.082
H  -0.3429  4.0316  3.9532  0.095
H  0.7496  5.1492  3.1427  0.089

## Properties
charge = +2
molecular weight = 268.246 g/mol
spin multiplicity = 1
frontier orbital gap = 1.798 eV
HOMO = -14.97 eV



#1 wins, 22.1 kcal/mol ahead of the next structure.